Density functional theory data (wB97M-V/def2-TZVPD) for C35H71AsB2Br2NO13P2 as an isolated structure.

The geometry in ORCA input format:
```
! wB97M-V def2-TZVPD RIJCOSX def2/J DEFGRID3
* xyz -1 1
C -0.736 1.127 2.293
C 0.262 1.760 3.273
C -6.615 2.305 -3.383
H -7.074 7.329 5.501
C 3.153 2.676 0.256
H 2.980 -2.922 -0.614
H -2.485 1.695 -1.501
P 6.762 -8.420 -1.239
O 7.286 -9.450 -2.383
H -2.541 2.855 5.134
H -1.677 2.519 -2.791
C -0.475 -1.607 -3.222
H 5.156 -6.989 -3.757
B 1.907 1.652 0.183
C 1.196 2.378 -2.448
H 4.529 -3.403 -1.412
C 3.632 1.598 -3.011
C -1.756 2.489 -1.702
C -5.398 2.112 -2.730
C -5.400 6.275 1.304
H 3.189 -4.525 -1.239
O -5.589 6.376 4.476
C -4.423 5.179 1.684
H 3.839 2.619 -2.700
H 9.275 -9.947 -0.502
C 4.209 -6.969 -3.219
H 1.299 1.485 3.075
H -1.361 -2.238 -3.211
O 0.373 -3.370 -1.915
C 2.123 1.235 -2.942
H 1.871 1.026 -3.990
B 0.361 4.147 -0.317
O 6.597 -9.566 -0.100
H -1.158 -0.188 -0.582
C 8.690 -9.640 -2.564
H -2.058 1.472 0.706
O -4.002 5.023 5.534
C -2.477 3.777 -1.261
H -4.852 4.193 1.506
C -0.311 0.092 -1.215
C -2.568 3.184 6.173
O 1.918 -2.026 -2.745
H 4.106 2.133 0.262
O 7.125 -7.067 -1.723
H 3.150 3.254 1.190
H 1.848 3.261 -2.395
C -1.084 1.885 1.012
C 4.411 -7.235 -1.742
H 0.029 1.312 4.247
As 0.063 2.083 -0.718
H -1.692 3.816 6.330
H -1.877 -0.135 -2.659
C -3.953 3.690 -1.676
H 3.727 -9.540 0.200
C 5.716 -9.339 1.025
H 4.894 -6.393 -1.249
H 4.587 -11.058 0.366
H -0.484 0.545 -3.402
H 2.901 0.539 1.437
H 9.190 -8.670 -2.640
H 3.641 -2.803 -3.439
C 4.414 -10.092 0.838
H 2.386 -3.995 -3.287
H -6.728 3.131 -4.081
H 3.916 -10.235 1.799
H -4.538 6.893 7.111
H 0.086 2.829 3.389
H 1.326 5.652 0.997
H -4.656 8.215 5.967
C 9.301 -10.479 -1.456
H -0.051 5.920 -0.991
H 3.576 -7.743 -3.658
H 3.440 -7.371 -1.260
H -2.145 4.671 -1.800
H -2.549 3.922 -0.185
H 8.811 -10.151 -3.519
H 0.533 2.627 -3.286
H 3.736 -5.999 -3.376
H -5.000 7.255 1.570
C -6.199 6.721 5.736
O -4.817 4.166 -0.985
H -0.227 -1.501 -4.287
H -1.386 2.883 1.369
C -0.784 -0.189 -2.648
O -5.147 3.397 4.173
H -0.268 5.183 1.527
P -5.010 4.872 4.241
H -6.317 -0.665 -0.978
H -3.527 5.262 1.076
O 2.228 0.431 0.756
O -4.000 5.290 3.056
O 5.154 -8.444 -1.548
Br 4.770 0.310 -2.047
H 8.743 -11.406 -1.323
H -8.469 -0.247 -2.110
C 2.820 -3.126 -2.792
C 0.672 4.776 1.123
H -6.544 5.830 6.264
C -7.696 1.466 -3.168
H -5.788 8.102 7.340
H 2.060 0.273 -2.433
H -4.705 3.306 6.481
H 6.231 -9.725 1.905
C -6.387 0.174 -1.661
H 0.505 -0.563 -0.893
Br -0.523 -0.834 2.202
H 1.174 4.117 1.828
C -5.306 1.013 -1.879
H 3.211 3.387 -0.573
H -5.603 6.248 0.236
H -1.659 1.171 2.881
H -3.764 4.415 7.463
H -4.380 0.783 -1.361
C -5.241 7.534 6.585
H -8.642 1.621 -3.678
H -6.347 6.157 1.838
H 5.544 -8.273 1.180
N -4.298 2.997 -2.929
H 10.340 -10.719 -1.684
C -7.613 0.391 -2.287
H -4.684 3.742 -3.508
H 3.982 1.517 -4.039
C 3.442 -3.475 -1.431
C -3.834 3.960 6.469
C 0.626 -2.390 -2.571
H -2.488 2.308 6.819
O 0.344 5.109 -1.333
*
```

E = -286409.5373 eV
ΔE to the lowest compared entry with this formula, charge and spin = 0.0 kcal/mol
E_LUMO = 1.72 eV
HOMO-LUMO gap = 4.88 eV

=====

Density functional theory data (wB97M-V/def2-TZVPD) for C30H28Cl3IrN2O2S2 as an isolated structure.

The geometry in ORCA input format:
```
! wB97M-V def2-TZVPD RIJCOSX def2/J DEFGRID3
* xyz 1 2
H 0.237 1.158 -2.333
C 3.369 -1.256 -1.683
S -2.728 7.904 1.462
H -2.619 -2.426 0.381
H 5.097 -2.516 -1.834
H 1.032 -3.904 0.886
C -2.084 6.293 1.127
C -0.053 -2.147 1.501
H -1.738 4.024 -1.354
H -4.803 9.813 1.001
C 3.127 0.450 -3.291
C 0.990 -1.505 2.349
Cl 2.811 -2.039 -0.229
H -0.305 3.079 -3.608
O 1.453 0.191 -1.636
O -4.862 6.725 0.402
H -4.133 1.221 -4.215
C 0.008 -3.551 0.983
C -1.057 2.314 -3.485
H -2.584 6.300 -0.958
C -0.918 -0.266 2.519
Cl 2.281 1.810 -3.955
H 1.035 1.661 3.350
C 0.459 -0.337 2.883
H 0.743 0.645 4.760
S -1.167 -1.091 -1.495
Cl 6.474 -1.532 -4.139
H -1.462 1.480 3.621
C -2.298 2.351 -4.052
H -2.605 3.172 -4.681
H -6.267 8.797 0.891
H 2.488 -3.063 2.334
C -1.912 0.729 2.976
C -1.088 3.724 0.672
H 3.141 -1.437 2.537
H 2.293 -2.221 3.861
H -0.501 3.771 2.738
Ir 0.456 -0.538 0.042
N -2.795 0.243 -3.024
H -3.063 -2.268 2.077
C -1.215 -1.374 1.640
C -1.483 5.583 2.160
C 1.157 0.652 3.750
C -1.577 0.254 -2.481
C 4.299 0.046 -3.899
C 5.007 -1.027 -3.383
H -2.718 0.238 3.529
H -5.368 8.945 2.424
C -2.596 -1.751 1.232
H 4.659 0.571 -4.773
N -0.716 1.265 -2.720
H -0.516 -4.217 1.673
H -1.414 6.025 3.145
H -3.202 -0.877 0.997
C -1.668 4.460 -0.365
C -0.981 4.314 1.934
C -0.652 2.377 0.460
C -2.151 5.736 -0.146
C -0.286 1.240 0.282
H 2.222 0.443 3.821
H -2.368 1.237 2.123
C -3.136 1.260 -3.792
C 2.602 -0.188 -2.154
C -4.449 7.699 0.963
C 2.300 -2.087 2.777
C -5.282 8.893 1.339
H -0.473 -3.649 0.008
C 4.547 -1.688 -2.259
*
```

E = -100708.5347 eV
ΔE to the lowest compared entry with this formula, charge and spin = 50.7 kcal/mol
E_LUMO (alpha / beta) = -3.78 / -4.49 eV
HOMO-LUMO gap (alpha / beta) = 6.79 / 6.08 eV

=====

Density functional theory data (wB97M-V/def2-TZVPD) for a 2-piece molecular cluster, C5H10N2O overall.

The geometry in ORCA input format:
```
! wB97M-V def2-TZVPD RIJCOSX def2/J DEFGRID3
* xyz 0 1
H 0.517 -1.369 -0.820
N 0.166 0.396 0.407
H -2.378 1.618 -1.458
O 0.495 -2.331 -0.937
C 1.888 -2.669 -0.796
H -1.828 2.941 0.983
C -0.847 1.265 -0.020
C -1.246 2.030 1.030
N -0.401 1.770 2.106
H -1.606 -0.017 -1.631
H 2.394 -2.646 -1.757
C -1.434 1.045 -1.339
H 0.935 0.012 2.307
H -0.439 1.930 3.099
H 1.825 -3.760 -0.688
H 2.422 -2.233 0.063
H -0.802 1.330 -2.203
C 0.339 0.689 1.655
*
```

E = -10373.9660 eV
ΔE to the lowest compared entry with this formula, charge and spin = 30.9 kcal/mol
E_LUMO = 0.83 eV
HOMO-LUMO gap = 9.71 eV
structure (SMILES) = Cc1c[nH]cn1.CO

=====

Density functional theory data (wB97M-V/def2-TZVPD) for a 2-piece molecular cluster, C6H8N overall.

The geometry in ORCA input format:
```
! wB97M-V def2-TZVPD RIJCOSX def2/J DEFGRID3
* xyz 1 1
H 3.271 -0.919 -0.611
C -3.598 -0.254 0.656
H 0.857 1.988 -0.787
H 1.752 -1.734 2.000
H -3.667 1.005 -1.218
C 1.962 -1.167 1.121
C 2.830 -0.398 0.229
C 0.194 1.229 -0.922
N 1.350 -0.467 0.246
C -3.761 0.439 -0.345
H -3.463 -0.682 1.581
H -0.433 -0.864 -0.647
H -0.838 1.424 -1.410
H 3.249 0.466 0.566
C 0.296 -0.067 -0.460
*
```

E = -7828.4210 eV
ΔE to the lowest compared entry with this formula, charge and spin = 167.6 kcal/mol
E_LUMO = -5.71 eV
HOMO-LUMO gap = 7.73 eV

=====

> E of number 1 (C35H71AsB2Br2NO13P2)?

-286409.5373 eV

=====

Repeat the third record exactly.
Density functional theory data (wB97M-V/def2-TZVPD) for a 2-piece molecular cluster, C5H10N2O overall.

The geometry in ORCA input format:
```
! wB97M-V def2-TZVPD RIJCOSX def2/J DEFGRID3
* xyz 0 1
H 0.517 -1.369 -0.820
N 0.166 0.396 0.407
H -2.378 1.618 -1.458
O 0.495 -2.331 -0.937
C 1.888 -2.669 -0.796
H -1.828 2.941 0.983
C -0.847 1.265 -0.020
C -1.246 2.030 1.030
N -0.401 1.770 2.106
H -1.606 -0.017 -1.631
H 2.394 -2.646 -1.757
C -1.434 1.045 -1.339
H 0.935 0.012 2.307
H -0.439 1.930 3.099
H 1.825 -3.760 -0.688
H 2.422 -2.233 0.063
H -0.802 1.330 -2.203
C 0.339 0.689 1.655
*
```

E = -10373.9660 eV
ΔE to the lowest compared entry with this formula, charge and spin = 30.9 kcal/mol
E_LUMO = 0.83 eV
HOMO-LUMO gap = 9.71 eV
structure (SMILES) = Cc1c[nH]cn1.CO